A 8-piece molecular cluster, C7H24FN8O16PS2 overall at a distorted geometry, computed with ωB97M-V/def2-TZVPD.

Its energy above the lowest of the compared OMol25 structures with the same formula, charge and spin is 67.4 kcal per mole. The structure (SMILES) is O=S(=O)(F)N[PH2]=S.C[N+](=O)[O-].C[N+](=O)[O-].C[N+](=O)[O-].C[N+](=O)[O-].C[N+](=O)[O-].C[N+](=O)[O-].C[N+](=O)[O-]. Its total energy is -3159.8371 hartree. The value obtained for the lowest unoccupied orbital energy is -1.67 eV. The value obtained for the frontier orbital gap is 7.7 eV.

Last columns: bonded neighbours and bond lengths (Å).
Atoms and positions in Å:
1 O 1.601 -3.247 -2.988  S2 1.548
2 S 1.731 -4.703 -2.479  O1 1.548, O3 1.558, F4 1.742, N5 1.750
3 O 0.535 -5.031 -1.535  S2 1.558
4 F 1.609 -5.836 -3.796  S2 1.742
5 N 3.230 -5.065 -1.653  S2 1.750, P6 1.783, H8 1.050
6 P 3.753 -3.753 -0.565  N5 1.783, S7 1.984, H9 1.452, H10 1.441
7 S 5.736 -3.696 -0.595  P6 1.984
8 H 3.987 -5.378 -2.310  N5 1.050
9 H 3.357 -4.021 0.806  P6 1.452
10 H 3.276 -2.439 -0.916  P6 1.441
11 C -0.138 -0.587 -3.860  N12 1.488, H15 1.092, H16 1.092, H17 1.092
12 N -1.377 0.222 -4.017  C11 1.488, O13 1.237, O14 1.236
13 O -1.733 0.905 -3.050  N12 1.237
14 O -1.956 0.149 -5.107  N12 1.236
15 H 0.264 -0.427 -2.858  C11 1.092
16 H -0.408 -1.635 -4.004  C11 1.092
17 H 0.573 -0.252 -4.619  C11 1.092
18 C -2.506 4.067 -2.660  N19 1.488, H22 1.092, H23 1.092, H24 1.092
19 N -1.173 4.684 -2.899  C18 1.488, O20 1.237, O21 1.236
20 O -0.757 5.479 -2.049  N19 1.237
21 O -0.583 4.352 -3.934  N19 1.236
22 H -2.907 4.448 -1.718  C18 1.092
23 H -3.152 4.345 -3.495  C18 1.092
24 H -2.364 2.986 -2.610  C18 1.092
25 C -0.454 -0.527 0.576  N26 1.488, H29 1.092, H30 1.092, H31 1.092
26 N 0.848 -0.854 -0.065  C25 1.488, O27 1.237, O28 1.236
27 O 1.237 -0.106 -0.970  N26 1.237
28 O 1.443 -1.852 0.358  N26 1.236
29 H -0.863 0.371 0.106  C25 1.092
30 H -1.120 -1.379 0.423  C25 1.092
31 H -0.265 -0.355 1.637  C25 1.092
32 C 0.127 -7.807 0.706  N33 1.488, H36 1.092, H37 1.092, H38 1.092
33 N 0.902 -7.855 1.975  C32 1.488, O34 1.237, O35 1.236
34 O 1.221 -6.774 2.484  N33 1.237
35 O 1.167 -8.976 2.425  N33 1.236
36 H -0.034 -6.763 0.428  C32 1.092
37 H 0.713 -8.323 -0.058  C32 1.092
38 H -0.826 -8.311 0.882  C32 1.092
39 C -0.370 3.863 0.992  N40 1.488, H43 1.092, H44 1.092, H45 1.092
40 N -1.582 3.015 1.160  C39 1.488, O41 1.237, O42 1.236
41 O -2.534 3.233 0.403  N40 1.237
42 O -1.541 2.154 2.047  N40 1.236
43 H -0.545 4.572 0.181  C39 1.092
44 H -0.203 4.388 1.935  C39 1.092
45 H 0.464 3.201 0.752  C39 1.092
46 C 3.606 4.282 2.457  N47 1.488, H50 1.092, H51 1.092, H52 1.092
47 N 2.668 3.345 1.781  C46 1.488, O48 1.237, O49 1.236
48 O 1.865 2.735 2.496  N47 1.237
49 O 2.765 3.249 0.552  N47 1.236
50 H 3.408 4.266 3.531  C46 1.092
51 H 4.621 3.941 2.246  C46 1.092
52 H 3.428 5.279 2.047  C46 1.092
53 C -4.362 2.744 3.739  N54 1.488, H57 1.092, H58 1.092, H59 1.092
54 N -4.429 3.791 4.794  C53 1.488, O55 1.237, O56 1.236
55 O -4.104 4.940 4.472  N54 1.237
56 O -4.805 3.430 5.915  N54 1.236
57 H -4.017 3.201 2.809  C53 1.092
58 H -3.659 1.980 4.077  C53 1.092
59 H -5.367 2.333 3.618  C53 1.092